1.
Formula: C4H11NO2S2
Source: the Open Molecules 2025 dataset
Level of theory: the ωB97M-V functional and the def2-TZVPD basis

Geometry as XYZ:
```
20
Properties=species:S:1:pos:R:3:forces:R:3:lowdin_charge:R:1
S -4.2581 0.2294 -0.2473 0.3 0.3 0.6 0.30
S -2.6083 1.2524 -0.9743 -0.8 -0.1 0.5 0.42
C -1.1289 0.2213 -0.7204 -3.2 -3.6 -2.8 -0.57
C -0.1379 0.4773 0.3245 4.0 0.5 -1.2 -0.41
C -0.4629 1.0984 1.6768 1.1 -2.2 -1.1 -0.18
O 0.0256 0.5754 2.6478 -0.8 1.0 0.3 0.07
N 0.7422 -0.7238 0.4250 3.1 2.6 -0.8 -0.08
C 2.1924 -0.4047 0.9296 0.5 -2.7 -0.9 -0.08
H -4.5863 -0.5971 -1.2493 0.3 0.1 -0.3 -0.20
H -0.8276 0.3014 -1.8466 0.7 -0.5 2.4 0.09
H -1.4352 -0.9112 -0.5630 0.0 2.2 -0.7 0.13
H 0.5052 1.1495 -0.3652 -0.3 0.1 2.2 0.16
H -1.1125 1.9329 1.6003 -0.8 1.3 0.7 0.10
H 0.3863 -1.4346 0.9689 -1.2 -1.6 1.6 0.07
H 2.6960 0.2693 0.1775 -0.7 0.0 1.5 0.08
H 2.2963 -0.3251 2.0309 -0.4 1.4 -0.8 0.06
H 2.9386 -1.3252 0.8620 -2.0 1.1 -0.6 0.10
H 1.4810 -1.4045 -1.7267 0.6 3.1 -1.5 0.11
H 1.5944 0.1569 -1.6723 -0.2 1.2 1.4 -0.06
O 1.6999 -0.5379 -2.2783 -0.2 -4.2 -0.3 -0.10
```
Positions in Å, forces in eV/Å.

2S+1 = 1
energy relative to the best compared isomer or geometry (same formula, charge and spin) = 317.7 kJ/mol
charge = 0
structure (SMILES) = CN[C@H](C=O)CSS.O
E_HOMO = -0.344 hartree
Kohn-Sham gap = 9.6 eV

***

2.
Formula: C2H8ClN2O
Source: the Open Molecules 2025 dataset
Level of theory: the ωB97M-V functional and the def2-TZVPD basis

Geometry as XYZ:
```
14
Properties=species:S:1:pos:R:3:forces:R:3:lowdin_charge:R:1
C 0.9053 -0.0382 1.3375 0.1 -0.8 -2.7 -0.40
C 0.8115 -0.6752 -0.2202 -0.2 1.1 3.9 -0.38
N -0.2325 -1.3599 -0.5429 0.4 -0.4 -0.4 0.24
N -1.7724 1.0200 -0.5710 -0.3 0.2 0.2 0.02
O 1.7953 -0.4819 -0.9924 0.5 0.0 -0.7 0.16
Cl 2.4323 0.8631 1.4390 -0.4 -0.2 0.1 0.70
H 0.9015 -0.8652 2.0435 0.0 0.0 0.0 0.09
H 0.0535 0.6244 1.4666 0.1 0.0 0.0 0.06
H -1.0419 -1.3952 0.0678 0.3 0.2 -0.2 0.14
H -0.3280 -1.7421 -1.4800 0.0 0.0 0.2 0.16
H -1.5398 1.4285 -1.4705 0.0 0.0 0.0 0.04
H -2.7600 0.7708 -0.6239 0.2 0.1 0.0 0.04
H -1.7286 1.7904 0.0915 -0.1 0.0 -0.1 0.03
H 2.5037 0.0604 -0.5448 -0.4 -0.3 -0.1 0.09
```
Positions in Å, forces in eV/Å.

2S+1 = 1
energy relative to the best compared isomer or geometry (same formula, charge and spin) = 0.0 kJ/mol
charge = +1
E_HOMO = -0.535 hartree
Kohn-Sham gap = 11.1 eV

***

3.
Formula: C3H3BrO2S
Source: the Open Molecules 2025 dataset
Level of theory: the ωB97M-V functional and the def2-TZVPD basis

Geometry as XYZ:
```
10
Properties=species:S:1:pos:R:3:forces:R:3:lowdin_charge:R:1
C -0.6344 -0.2326 0.7338 -0.3 1.2 0.7 -0.19
C -1.9612 -0.6779 1.1052 -1.5 -1.0 -0.2 -0.79
C -0.2141 -0.1833 -0.5139 -2.5 -2.4 0.2 0.09
O -2.6758 -1.4487 0.5351 0.4 0.7 0.5 -0.10
O -1.0176 -2.8369 -1.6303 0.6 -0.1 -0.2 -0.68
S -2.4414 -3.1579 -1.4493 -0.6 -0.5 -0.3 0.80
Br -2.6531 0.1227 2.7710 0.3 0.0 -0.2 0.67
H -0.1628 0.3106 1.5059 0.9 0.2 0.8 0.07
H -0.9121 -0.7545 -1.1747 1.4 1.1 -0.3 0.07
H 0.7710 0.1247 -0.6370 1.3 0.7 -1.1 0.06
```
Positions in Å, forces in eV/Å.

2S+1 = 1
energy relative to the best compared isomer or geometry (same formula, charge and spin) = 43.8 kJ/mol
charge = 0
structure (SMILES) = C=CC(=O)Br.O=S
E_HOMO (alpha / beta) = -0.328 / -0.327 hartree
Kohn-Sham gap (alpha / beta) = 7.7 / 7.7 eV

***

4.
Formula: C11H11FN2
Source: the Open Molecules 2025 dataset
Level of theory: the ωB97M-V functional and the def2-TZVPD basis

Geometry as XYZ:
```
25
Properties=species:S:1:pos:R:3:forces:R:3:lowdin_charge:R:1
C -2.7093 -1.3444 0.0918 0.5 -0.7 0.8 -0.08
C -2.2506 -1.3340 1.3773 -1.3 -1.7 2.5 -0.10
C -2.2733 -0.3456 -0.7568 -0.1 0.4 0.9 -0.03
C -1.6660 -0.2770 2.0115 2.0 1.4 -0.8 -0.03
C -0.3783 1.5325 -0.8742 -1.7 0.1 -3.1 -0.20
C 0.0484 2.2821 0.3172 -1.2 1.0 1.3 -0.13
C -1.4046 0.5796 -0.2657 2.1 -0.5 1.5 -0.10
C -1.0703 0.5897 1.1584 -1.2 2.1 -3.0 -0.25
C 2.1195 -1.3506 -0.8880 1.0 1.5 -0.4 -0.08
C 3.1110 -0.3465 -0.1517 -1.5 -1.3 0.3 -0.06
C 1.5694 -0.1147 -0.2541 1.3 1.9 -1.8 -0.23
N -0.2838 1.7425 1.4450 0.9 0.7 -0.3 0.13
N 0.9861 1.0431 -1.0372 3.0 -1.7 -0.1 -0.04
F 1.6449 1.1406 -2.3328 -1.5 -0.4 1.1 -0.05
H -3.3054 -2.1834 -0.1982 -0.3 -0.2 -0.5 0.10
H -2.3715 -2.1143 2.1332 -0.9 -0.5 -0.9 0.11
H -2.7462 -0.2638 -1.6718 -0.3 0.1 -2.2 0.09
H -1.4587 -0.1409 3.0448 -0.1 -0.5 0.8 0.11
H -0.7188 2.0773 -1.8921 1.0 -0.9 2.6 0.21
H 0.6102 3.1878 0.1174 0.2 -0.1 0.8 0.13
H 2.2168 -1.4880 -1.9869 -0.3 0.4 1.0 0.11
H 1.8651 -2.2081 -0.3282 0.1 -1.1 0.3 0.07
H 3.4117 -0.7728 0.8236 -0.3 0.6 -0.5 0.09
H 3.9329 0.2267 -0.5957 -0.9 -0.2 -0.5 0.09
H 1.1208 -0.1178 0.7132 -0.5 -0.4 0.2 0.12
```
Positions in Å, forces in eV/Å.

2S+1 = 1
energy relative to the best compared isomer or geometry (same formula, charge and spin) = 582.3 kJ/mol
charge = 0
structure (SMILES) = FN(C1CC1)[C@@H]1C=Nc2ccccc21
E_HOMO = -0.303 hartree
Kohn-Sham gap = 8.5 eV

***

5.
Formula: C5H14NO2
Source: the Open Molecules 2025 dataset
Level of theory: the ωB97M-V functional and the def2-TZVPD basis

Geometry as XYZ:
```
22
Properties=species:S:1:pos:R:3:forces:R:3:lowdin_charge:R:1
C -1.5735 0.9656 1.5208 -1.1 -1.0 -1.8 -0.08
C -0.4612 0.4285 0.5855 0.0 2.0 0.7 -0.47
C -0.8873 -0.7636 -0.2322 0.0 -0.3 -0.8 -0.24
C -0.9283 -2.0902 0.5193 -0.1 0.4 1.3 -0.11
N -0.0047 1.5636 -0.2599 0.8 -1.4 1.6 -0.03
C 1.5222 1.4111 -0.6129 -1.7 2.1 -1.4 -0.41
O 1.6844 1.1323 -1.9150 0.3 -0.3 -0.4 -0.27
H -1.8672 0.2727 2.3164 0.3 0.3 0.3 0.06
H -1.3599 1.9875 1.7941 0.2 0.0 0.5 0.06
H -2.4684 0.9876 0.8547 0.2 0.3 0.5 0.07
H 0.3791 0.2384 1.2564 0.2 -0.5 -0.2 0.12
H -1.8929 -0.5426 -0.6386 0.4 0.0 0.0 0.11
H -0.1953 -0.7913 -1.0913 -0.3 -0.2 0.2 0.11
H -1.9326 -2.4771 0.6851 -0.1 -0.4 -0.8 0.06
H -0.6900 -1.8746 1.5687 0.6 -0.1 0.0 0.06
H -0.2233 -2.8430 0.1615 -0.3 0.0 -0.1 0.07
H -0.5889 1.6007 -1.0874 0.6 -0.1 -0.4 0.08
H 1.8048 2.4877 -0.4005 0.6 -1.0 0.3 0.08
H 2.0480 0.6535 0.0051 -0.5 0.4 0.5 0.10
H 2.4125 0.0233 -1.9376 0.3 -0.5 -0.2 -0.03
H 2.2661 -1.4026 -1.2727 0.8 0.1 -0.5 -0.04
O 2.9563 -0.9673 -1.8194 -1.1 0.1 0.6 -0.28
```
Positions in Å, forces in eV/Å.

2S+1 = 1
energy relative to the best compared isomer or geometry (same formula, charge and spin) = 73.3 kJ/mol
charge = -1
E_HOMO = -0.136 hartree
Kohn-Sham gap = 7.3 eV

***

6.
Formula: C30H27N5OS2ScSe
Source: the Open Molecules 2025 dataset
Level of theory: the ωB97M-V functional and the def2-TZVPD basis

Geometry as XYZ:
```
67
Properties=species:S:1:pos:R:3:forces:R:3:mulliken_spin:R:1
Sc 8.8826 8.4712 18.0066 2.1 -2.5 -1.2 0.00
N 12.9923 7.9654 17.1207 0.9 0.5 0.1 0.00
C 11.7533 7.6742 17.5083 -0.2 0.0 0.3 0.00
O 11.0638 8.5318 18.0779 0.4 0.2 -0.5 0.00
C 11.2723 6.2941 17.2124 -0.3 -0.4 -0.1 0.00
C 9.9113 6.0896 17.7831 -0.9 0.9 1.1 0.00
H 13.3465 8.8928 17.2441 -0.1 0.3 0.0 0.00
H 13.5715 7.3071 16.6463 0.0 -0.3 -0.1 0.00
H 12.0615 5.5680 17.5193 0.0 0.3 -0.2 0.00
H 11.2055 6.2978 16.1227 0.1 -0.2 -0.2 0.00
H 9.9626 5.8703 18.8842 -0.2 -0.2 -0.9 0.00
H 9.2031 5.4746 17.2184 0.4 -0.1 0.2 0.00
N 11.5880 15.6641 25.3046 0.0 -0.5 -0.6 0.04
C 11.2998 14.9087 24.4723 0.3 2.0 2.0 -0.01
C 10.8959 13.9924 23.5192 -0.1 -0.4 -1.2 0.07
C 11.3705 12.7007 23.6318 -0.1 -1.1 -0.2 -0.04
C 11.0367 11.7438 22.6864 0.1 0.1 0.2 0.09
C 10.2776 12.1099 21.5532 -0.1 -1.2 -0.9 0.04
C 9.8488 13.4373 21.4293 -0.1 0.4 0.2 0.07
C 10.1315 14.3640 22.4090 -0.1 0.3 -0.3 -0.03
C 9.8856 11.1353 20.4833 0.0 1.1 0.2 0.17
C 9.3469 9.9081 20.8844 0.1 -2.4 1.1 -0.03
C 9.0541 9.5215 22.2419 -0.3 0.2 -0.9 0.19
C 8.5759 8.2077 22.2239 0.3 -0.1 0.2 -0.04
C 8.6700 7.7761 20.8916 0.0 -0.2 0.3 0.18
N 9.1425 8.7567 20.0752 -0.4 0.9 1.6 0.04
C 9.9719 11.5964 19.1200 0.2 1.2 -1.1 -0.05
C 10.8697 12.5739 18.5867 -1.4 -1.3 0.5 0.15
C 10.6618 12.6481 17.1926 0.1 -0.4 0.0 -0.05
C 9.7719 11.6633 16.8327 -1.0 0.3 0.6 0.10
N 9.2044 11.0782 17.9997 4.6 3.6 1.2 0.04
H 11.9979 12.4334 24.4751 -0.1 0.0 0.0 0.00
H 11.3760 10.7172 22.8682 -0.2 0.4 -0.5 0.00
H 9.2396 13.7076 20.5681 0.2 -0.1 0.2 0.01
H 9.7829 15.3948 22.3155 0.1 -0.3 0.1 0.00
H 9.1369 10.1779 23.0938 -0.2 -0.1 0.0 0.01
H 8.2542 7.6181 23.0987 0.2 0.3 -0.7 0.00
H 8.4284 6.7596 20.5327 0.1 0.9 0.0 0.03
H 11.5910 13.1345 19.1556 0.1 -0.1 0.1 0.01
H 11.1142 13.3808 16.5229 0.0 -0.5 0.1 0.00
H 9.3877 11.4213 15.8543 -0.1 -0.1 0.2 0.01
S 4.7165 6.0545 17.9250 -1.2 -0.7 0.0 0.00
C 6.1167 6.7903 17.9660 5.1 2.7 -0.1 0.00
N 7.1996 7.3540 17.9722 -5.4 -2.7 0.1 0.00
C 9.0227 8.6955 8.7827 0.0 0.2 0.4 0.00
C 9.1133 8.7256 10.3099 0.1 -0.4 0.4 0.00
C 10.3693 8.9168 10.9332 -0.7 0.1 -0.1 0.00
C 10.4847 8.9855 12.3252 -1.5 -0.4 1.1 0.00
C 11.8054 9.2846 12.9884 0.2 -0.2 -0.3 0.00
C 9.3066 8.7418 13.1650 0.5 0.1 -1.0 0.00
Se 9.5851 8.7525 15.0778 0.1 -0.1 -0.7 0.00
C 8.0459 8.4868 12.5222 1.4 0.3 0.6 0.00
C 6.8188 8.1550 13.3277 0.3 -0.2 0.0 0.00
C 7.9793 8.5130 11.1320 0.8 0.3 -0.7 0.00
H 10.0187 8.7033 8.3248 -0.1 0.1 0.2 0.00
H 8.4626 9.5530 8.3917 0.1 0.0 0.1 0.00
H 8.5163 7.8110 8.3991 -0.1 -0.2 0.1 0.00
H 11.2558 9.0445 10.2862 -0.4 0.0 0.5 0.00
H 12.5391 9.4815 12.2178 0.4 0.0 -0.3 0.00
H 12.1809 8.4761 13.6278 -0.3 -0.1 -0.2 0.00
H 11.7933 10.1510 13.6422 -0.4 0.2 0.1 0.00
H 6.9523 8.4487 14.3732 0.0 -0.2 -0.2 0.00
H 6.6220 7.0686 13.2585 0.0 0.5 0.2 0.00
H 5.9684 8.6954 12.9327 -0.4 0.0 -0.2 0.00
H 7.0004 8.3810 10.6657 0.2 -0.1 0.0 0.00
S 6.6451 10.6929 18.7326 -0.8 1.3 1.0 0.00
C 8.0471 10.4173 18.0456 -2.1 -1.9 -1.8 0.00
```
Positions in Å, forces in eV/Å.

⟨S²⟩ = 0.785
2S+1 = 2
energy relative to the best compared isomer or geometry (same formula, charge and spin) = 93.0 kJ/mol
charge = -2
E_HOMO (alpha / beta) = -0.028 / -0.036 hartree
Kohn-Sham gap (alpha / beta) = 5.0 / 5.0 eV